[1]
# C3H9Cl2Cu2O3

A structure of composition C3H9Cl2Cu2O3 in a non-equilibrium geometry (ωB97M-V with the def2-TZVPD basis set, the OMol25 dataset).

⟨S²⟩: 0.761
Orbital gap (alpha / beta), eV: 8.39 / 6.48
Spin multiplicity: 2

Each line ends with the Löwdin spin population.
CARTESIAN COORDINATES (ANGSTROEM)
1 Cu 21.6055 13.7764 8.1323  0.000
2 Cu 20.4088 14.3364 5.5459  0.118
3 C 18.5366 12.9267 2.6886  0.063
4 O 18.7002 13.6460 3.9371  0.755
5 H 18.2197 11.8921 2.8199  0.000
6 H 17.8528 13.3016 1.9271  0.030
7 H 19.4734 13.0538 2.1460  0.021
8 O 20.3800 15.6728 7.3377  -0.002
9 H 19.8665 16.4031 7.7345  0.000
10 O 21.7337 12.7661 6.2262  0.018
11 H 22.3681 12.2336 5.7080  0.000
12 Cl 24.3428 12.0778 0.7651  0.000
13 C 22.8912 12.8613 1.4781  0.000
14 C 22.9049 12.9866 3.0262  -0.001
15 Cl 24.4452 13.2910 3.6709  0.000
16 H 22.0302 12.2190 1.2929  0.000
17 H 22.6146 13.8500 1.1122  0.000
18 H 22.5717 12.0535 3.4804  0.000
19 H 22.0879 13.6299 3.3530  -0.002

Forces on the atoms, in the same order (eV/Å):
Cu -0.6 0.6 -1.8
Cu 0.1 -0.3 1.0
C 0.7 0.5 1.2
O -0.3 -0.7 -1.6
H 0.4 -0.1 0.3
H -0.6 1.0 0.6
H 0.4 -0.4 0.1
O 0.6 -1.3 -0.3
H 0.4 -0.9 -0.4
O -0.6 0.9 0.2
H -0.5 0.7 0.7
Cl -0.8 0.6 0.2
C -0.9 -0.1 1.2
C -1.4 -1.7 -0.9
Cl 1.4 1.0 0.9
H 0.2 -0.1 -0.4
H 0.9 -0.1 -0.7
H 0.2 -0.4 -0.3
H 0.4 0.8 -0.1

***

[2]
# C3H9Cl2PSi

A cluster of 2 separate species, C3H9Cl2PSi in total in a non-equilibrium geometry (ωB97M-V with the def2-TZVPD basis set, the OMol25 dataset).

Orbital gap (alpha / beta), eV: 7.01 / 6.99

Each line ends with the natural charge from an NBO analysis.
CARTESIAN COORDINATES (ANGSTROEM)
1 C -1.2263 1.5122 -1.4378  -1.095
2 C -0.8466 -1.7333 -0.2809  -1.076
3 C -0.4992 0.6623 1.5227  -1.060
4 Si -0.3307 0.1303 -0.3831  1.521
5 P 5.8258 -0.7325 1.4316  0.252
6 Cl 1.6973 0.1016 -1.0970  -0.425
7 Cl 4.2350 -1.2299 0.3920  -0.253
8 H -2.3716 1.2396 -1.5724  0.243
9 H -1.2165 2.4096 -0.7228  0.250
10 H -0.6931 1.5426 -2.3593  0.247
11 H -1.8618 -1.8283 0.0765  0.237
12 H -0.9295 -2.2539 -1.3129  0.239
13 H -0.1372 -2.1969 0.2548  0.230
14 H -0.2041 1.7243 1.6605  0.231
15 H -1.5327 0.6352 1.7213  0.227
16 H 0.0911 0.0170 2.1068  0.232

Forces on the atoms, in the same order (eV/Å):
C -2.2 -1.4 2.7
C -2.5 2.1 -4.9
C 1.2 1.5 -3.0
Si -0.3 0.2 1.2
P 0.8 0.2 0.5
Cl -1.1 0.2 0.4
Cl -0.6 -0.3 -0.4
H 2.4 0.5 0.0
H 0.3 -1.0 -1.6
H 0.1 0.7 -0.7
H -0.1 0.0 0.7
H 0.5 0.9 1.5
H 2.3 -1.9 2.2
H 0.1 -0.7 0.0
H -1.4 -0.4 0.5
H 0.5 -0.8 1.0

***

[3]
# C3H9ClFeO4P

A structure of composition C3H9ClFeO4P in a non-equilibrium geometry (ωB97M-V with the def2-TZVPD basis set, the OMol25 dataset).

⟨S²⟩: 8.763
Orbital gap (alpha / beta), eV: 8.33 / 7.18
Total charge: +2
Spin multiplicity: 6

Each line ends with the Löwdin spin population.
CARTESIAN COORDINATES (ANGSTROEM)
1 Fe 1.7428 5.6687 -2.8450  3.747
2 Cl 2.3265 4.6692 -0.9918  0.251
3 C 1.9981 0.8818 -0.2554  0.000
4 O 1.6360 -0.1015 0.7421  0.003
5 P 0.2891 -0.7995 0.8159  0.039
6 O 0.2816 -1.8727 1.9280  0.813
7 O 0.0291 -1.4006 -0.5737  0.057
8 C -0.8940 -2.4898 -0.8943  0.001
9 O -0.7350 0.3247 1.0910  0.082
10 C -2.1473 0.0362 1.3473  0.001
11 H 2.2117 1.8344 0.2205  0.001
12 H 1.2060 1.0728 -0.9802  0.000
13 H 2.8689 0.5143 -0.7886  0.000
14 H -0.8198 -3.2975 -0.1728  0.001
15 H -0.5886 -2.8731 -1.8627  0.000
16 H -1.9082 -2.1168 -1.0076  0.001
17 H -2.4247 -0.9710 1.0427  0.000
18 H -2.7163 0.7644 0.7786  0.001
19 H -2.3560 0.1560 2.4060  0.001

Forces on the atoms, in the same order (eV/Å):
Fe 0.5 -0.6 1.4
Cl -0.5 0.8 -1.6
C 0.1 0.5 -0.6
O 0.6 0.2 0.1
P 0.0 1.5 -1.5
O -0.2 -0.5 0.6
O -0.1 -0.9 0.2
C -0.2 -0.4 -0.7
O -0.3 -0.6 0.9
C -0.5 0.2 0.0
H 0.1 -0.2 0.4
H -0.2 -0.4 0.1
H 0.1 -0.1 0.2
H 0.0 0.2 0.2
H 0.2 0.1 0.0
H 0.0 0.2 0.3
H 0.2 0.0 -0.1
H 0.1 0.0 0.0
H 0.2 0.1 0.0

***

[4]
# C3H9ClN2

The molecule C3H9ClN2 in a non-equilibrium geometry (ωB97M-V with the def2-TZVPD basis set, the OMol25 dataset).

Orbital gap, eV: 10.58
SMILES: NC[C@H](N)CCl

Each line ends with the natural charge from an NBO analysis.
CARTESIAN COORDINATES (ANGSTROEM)
1 C 0.5500 0.8530 0.1537  -0.228
2 C -0.1334 -0.4872 -0.0013  -0.073
3 C -1.4515 -0.5290 0.8363  -0.349
4 H 2.2675 1.5484 -0.5853  0.357
5 H 2.4590 0.4519 0.5774  0.350
6 H 0.0914 1.5803 -0.5857  0.208
7 H 0.4426 1.1676 1.1534  0.171
8 H 0.4774 -1.2271 0.4687  0.174
9 H -0.6918 -1.6485 -1.4399  0.345
10 H 0.2725 -0.6117 -2.0146  0.364
11 H -1.8650 -1.5038 0.9516  0.208
12 H -1.1000 -0.2474 1.8473  0.200
13 N 1.9415 0.6832 -0.2472  -0.834
14 N -0.5190 -0.6567 -1.3731  -0.814
15 Cl -2.7414 0.6270 0.2588  -0.079

Forces on the atoms, in the same order (eV/Å):
C -0.3 0.0 -2.2
C -2.5 1.8 0.3
C 1.3 1.3 0.6
H 0.8 1.0 -0.4
H 0.6 -0.2 0.2
H 0.2 -0.7 1.2
H -0.2 0.8 1.3
H 0.8 -0.9 0.1
H -0.8 -0.4 -0.4
H 0.3 0.7 0.3
H -0.5 -0.7 -0.4
H -0.7 0.2 -0.3
N -0.5 -0.6 0.2
N 0.8 -1.5 -0.9
Cl 0.8 -0.7 0.5

***

[5]
# C3H9ClNOP

A cluster of 2 separate species, C3H9ClNOP in total in a non-equilibrium geometry (ωB97M-V with the def2-TZVPD basis set, the OMol25 dataset).

⟨S²⟩: 2.008
Orbital gap (alpha / beta), eV: 8.50 / 7.53
Spin multiplicity: 3

Each line ends with the Löwdin spin population.
CARTESIAN COORDINATES (ANGSTROEM)
1 C -0.6376 -1.9007 0.7009  0.017
2 C -0.9300 -0.1607 -1.2340  0.007
3 C 0.3424 2.6365 0.6289  0.841
4 N -0.0733 -0.7409 -0.1218  0.178
5 O 2.1653 -0.8558 1.2367  0.183
6 P 1.3842 -0.0525 0.3386  0.404
7 Cl 2.4342 -0.1590 -1.4940  0.183
8 H 0.1651 -2.2883 1.3285  0.003
9 H -1.5762 -1.5693 1.1267  0.001
10 H -0.8583 -2.6899 0.0278  0.008
11 H -1.9493 -0.2864 -0.8701  0.000
12 H -0.7632 0.9377 -1.2959  0.003
13 H -0.6922 -0.6150 -2.2160  0.004
14 H 0.9108 3.3177 0.0334  0.053
15 H -0.5410 2.1786 0.2567  0.055
16 H 0.6188 2.2480 1.5536  0.061

Forces on the atoms, in the same order (eV/Å):
C 0.9 1.7 -1.3
C 1.1 0.2 1.4
C -0.9 0.8 -0.7
N -0.6 -0.3 0.1
O 1.1 -1.4 2.5
P -0.9 -0.3 -2.9
Cl -0.1 0.5 -0.3
H -0.4 0.4 0.5
H 0.1 -0.1 0.8
H -0.3 -0.8 -0.9
H -0.2 -0.2 -0.6
H 0.1 -0.9 -0.1
H -0.3 0.0 0.7
H 0.3 0.2 0.0
H -0.6 0.1 -0.5
H 0.9 -0.1 1.4

***

[6]
# C3H9ClNP

The molecule C3H9ClNP in a non-equilibrium geometry (ωB97M-V with the def2-TZVPD basis set, the OMol25 dataset).

Orbital gap, eV: 9.49
SMILES: CN=P(C)(C)Cl

Each line ends with the natural charge from an NBO analysis.
CARTESIAN COORDINATES (ANGSTROEM)
1 C -0.8177 -1.2140 -1.8712  -0.433
2 C 0.8671 -0.8499 1.1650  -1.034
3 C 0.4350 2.0241 0.4718  -1.004
4 N -0.4842 0.0335 -1.2555  -0.948
5 P -0.1093 0.3231 0.2278  1.784
6 Cl -2.0336 0.2417 1.8785  -0.580
7 H -0.1191 -1.2019 -2.6679  0.205
8 H -1.8307 -1.1929 -2.4132  0.211
9 H -0.6389 -2.2207 -1.3933  0.180
10 H 0.9197 -1.6341 0.4488  0.254
11 H 1.8038 -0.3365 1.4724  0.258
12 H 0.5999 -1.1724 2.1875  0.294
13 H 1.4947 2.1850 0.4620  0.254
14 H -0.1421 2.6663 -0.2096  0.278
15 H 0.0555 2.3487 1.4969  0.280

Forces on the atoms, in the same order (eV/Å):
C -0.9 -0.8 -1.2
C 0.7 1.1 1.6
C -2.0 0.6 1.6
N 0.1 0.5 2.4
P -2.1 0.3 0.5
Cl 1.4 0.2 -1.3
H 0.6 -0.5 -1.3
H 1.2 0.0 1.2
H -0.5 1.2 0.3
H 0.8 -1.1 -0.1
H 0.1 -0.4 -1.2
H -1.0 0.0 -0.9
H 0.5 -0.1 -0.4
H 0.5 -0.3 -0.1
H 0.5 -0.6 -1.1

***

[7]
# C3H9ClNPS

A cluster of 2 separate species, C3H9ClNPS in total in a non-equilibrium geometry (ωB97M-V with the def2-TZVPD basis set, the OMol25 dataset).

Orbital gap, eV: 7.58

Each line ends with the natural charge from an NBO analysis.
CARTESIAN COORDINATES (ANGSTROEM)
1 C -1.6279 1.1985 -0.6471  0.035
2 C -0.7630 0.3920 1.3127  -0.447
3 C 1.2544 -2.6975 -0.3113  -0.854
4 N -0.6023 1.1135 0.1176  -0.475
5 P 1.1694 1.7529 -0.4025  0.718
6 S 1.0086 2.2889 -2.2687  -0.606
7 Cl 0.8764 3.3150 0.8382  -0.335
8 H -2.6179 0.8244 -0.4308  0.191
9 H 1.4161 -3.6631 0.2276  0.219
10 H -1.4962 1.9058 -1.5569  0.235
11 H -1.8572 0.2986 1.4690  0.209
12 H -0.3350 -0.6567 1.2741  0.232
13 H -0.0984 0.9662 2.0078  0.244
14 H 1.3306 -2.8816 -1.3662  0.219
15 H 0.3175 -2.2065 -0.1280  0.194
16 H 2.0248 -1.9505 -0.1353  0.222

Forces on the atoms, in the same order (eV/Å):
C 1.6 2.7 -1.6
C 1.0 -1.4 1.7
C 0.8 -0.4 0.0
N -2.2 -0.4 -2.9
P 0.7 -1.5 -1.0
S -0.2 0.1 0.3
Cl -0.1 1.5 1.0
H 0.1 -0.3 0.3
H -0.2 1.1 -0.2
H -0.1 -1.5 1.2
H 0.9 0.2 0.9
H -0.3 1.2 -0.2
H -1.3 -0.7 0.4
H -0.2 -0.3 -0.6
H -0.6 -0.2 0.3
H 0.2 -0.2 0.5